Record 1
# C2H3N4O

A 2-piece molecular cluster, C2H3N4O overall (ωB97M-V/def2-TZVPD, OMol25).

```
10
Properties=species:S:1:pos:R:3:forces:R:3:nbo_charge:R:1
C -1.697 -0.011 0.253 0.8061 1.3146 0.3607 -0.16
C -0.346 0.428 0.357 -1.2181 -1.5828 -1.3853 -0.21
N -1.723 -1.268 -0.183 0.4355 -0.4451 0.1444 -0.36
N -0.454 -1.653 -0.360 -0.1501 0.2069 -0.2688 -0.15
N 0.368 -0.659 -0.114 -1.0204 1.1499 1.0239 -0.27
N 2.394 -0.986 0.114 2.6489 0.7098 -4.7886 -0.03
O 3.062 0.063 -0.002 -0.7926 -0.7798 0.6235 -0.47
H -2.635 0.521 0.449 0.5308 -0.1664 -0.0158 0.18
H 0.074 1.419 0.485 0.0667 -0.3516 0.2087 0.20
H 2.078 -1.125 0.999 -1.3067 -0.0555 4.0974 0.27
```
Forces are in eV/Å.

Calculated values
Max |F| (eV/A): 5.5
Relative energy (zero: lowest compared OMol25 entry of this formula, charge and spin) (kcal per mole): 71.8
Kohn-Sham gap (eV): 8.6
Net charge: -1
HOMO energy (Ha): -0.15069
LUMO level (eV): 4.45



Record 2
# C2H3N4O

An isolated ion of composition C2H3N4O and charge -1 (ωB97M-V/def2-TZVPD, OMol25).

```
10
Properties=species:S:1:pos:R:3:forces:R:3:nbo_charge:R:1
C 0.011 0.182 -0.200 1.1298 0.2002 1.1544 0.22
C 0.468 -1.085 -0.713 -0.8474 -1.0938 0.0365 -0.68
N -0.508 2.229 -0.015 -0.0965 0.9467 0.3573 -0.09
N -0.796 1.827 1.133 0.7240 -2.8963 0.4573 -0.18
N -0.003 1.348 -0.852 -0.1059 -0.1298 -0.8885 -0.42
N -0.329 0.241 1.052 -1.9391 3.9969 -0.0813 0.11
O -0.554 -0.665 1.912 0.2294 -0.3037 0.4689 -0.63
H 0.103 -1.807 0.096 -0.2323 0.2572 -1.7553 0.25
H 1.531 -1.234 -0.652 0.7051 0.3121 -0.4460 0.21
H 0.078 -1.038 -1.760 0.4328 -1.2894 0.6967 0.22
```
Forces are in eV/Å.

Calculated values
Max |F| (eV/A): 4.4
Relative energy (zero: lowest compared OMol25 entry of this formula, charge and spin) (kcal per mole): 54.7
Kohn-Sham gap (eV): 7.6
Net charge: -1
HOMO energy (Ha): -0.11729
LUMO level (eV): 4.39



Record 3
# C2H3N4O

An isolated ion of composition C2H3N4O and charge -1 (ωB97M-V/def2-TZVPD, OMol25).

```
10
Properties=species:S:1:pos:R:3:forces:R:3:mulliken_spin:R:1
C 0.348 -0.345 -0.891 1.1236 -0.9404 -1.2560 0.03
C 0.227 -0.311 1.407 0.5195 -3.4511 2.5173 -0.05
N -0.097 0.371 -2.131 5.6657 -6.7156 0.6893 0.30
N -0.852 1.196 -1.777 -1.5109 3.6160 -5.8633 0.36
N -1.568 1.843 -1.208 -5.9191 5.0592 5.1177 0.92
N -0.162 0.245 0.186 0.5411 -0.9704 0.0818 0.41
O 1.157 -1.270 -1.050 -0.1280 -0.2077 0.5538 -0.05
H 0.367 0.527 2.138 0.0058 -1.0102 -0.2529 0.01
H -0.558 -1.133 1.917 1.1144 2.2861 -1.2498 0.06
H 1.138 -1.121 1.409 -1.4122 2.3342 -0.3379 0.01
```
Forces are in eV/Å.

Calculated values
Max |F| (eV/A): 9.3
Relative energy (zero: lowest compared OMol25 entry of this formula, charge and spin) (kcal per mole): 58.9
⟨S²⟩: 2.032
Kohn-Sham gap (spin up / spin down) (eV): 4.7 / 5.8
Net charge: -1
2S+1: 3
HOMO energy (spin up / spin down) (Ha): -0.01287 / -0.13641
LUMO level (spin up / spin down) (eV): 4.35 / 2.08



Record 4
# C2H3N5O

A single C2H3N5O molecule (ωB97M-V/def2-TZVPD, OMol25).

```
11
Properties=species:S:1:pos:R:3:forces:R:3:nbo_charge:R:1
C -1.485 0.376 0.000 -0.9750 -1.1929 -0.1408 0.26
C 2.005 -0.179 -0.059 -0.2562 -0.8329 1.3777 0.68
H -3.053 -0.713 0.046 -0.8591 0.2493 -0.3018 0.36
H -1.833 1.407 -0.062 -0.2904 -0.1661 0.1880 0.21
H 0.449 -1.660 0.048 -0.4466 0.6038 0.1138 0.45
N -2.060 -0.751 -0.013 0.7361 0.4269 0.3383 -0.65
N -0.118 0.352 0.112 -0.9270 -0.1407 -1.2128 -0.05
N 0.556 1.434 -0.054 1.2611 1.9416 1.6066 0.04
N 1.799 1.175 0.023 0.3275 2.0653 -1.5031 -0.29
N 0.683 -0.679 -0.076 2.0056 -2.6124 0.0784 -0.44
O 3.057 -0.760 0.035 -0.5761 -0.3418 -0.5442 -0.58
```
Forces are in eV/Å.

Calculated values
Max |F| (eV/A): 3.3
Relative energy (zero: lowest compared OMol25 entry of this formula, charge and spin) (kcal per mole): 65.0
Kohn-Sham gap (eV): 9.2
Net charge: 0
HOMO energy (Ha): -0.35382
LUMO level (eV): -0.39



Record 5
# C2H3N5O

A single C2H3N5O molecule (ωB97M-V/def2-TZVPD, OMol25).

```
11
Properties=species:S:1:pos:R:3:forces:R:3:nbo_charge:R:1
C -2.328 0.299 -0.118 3.1564 1.9306 0.5776 0.54
C -0.071 -0.302 -0.033 0.9169 2.3659 0.9150 0.49
H -2.031 1.419 -0.154 0.3880 -1.6249 -0.4986 0.12
H 2.940 -0.049 0.480 -0.2883 -0.8677 0.0251 0.39
H 1.124 -1.854 -0.261 0.2216 -2.5096 -1.2184 0.40
N -1.221 -0.718 -0.136 -4.8553 -0.4607 -0.4612 -0.56
N 0.304 1.082 0.040 1.2815 0.0070 -0.0983 -0.23
N 1.549 1.136 0.010 -0.1257 0.2796 -0.5925 0.05
N 2.137 -0.111 -0.153 -1.2075 0.7379 0.7811 -0.28
N 1.057 -1.014 0.196 1.9365 1.8180 0.6224 -0.43
O -3.459 0.113 0.129 -1.4242 -1.6760 -0.0521 -0.50
```
Forces are in eV/Å.

Calculated values
Max |F| (eV/A): 4.9
Relative energy (zero: lowest compared OMol25 entry of this formula, charge and spin) (kcal per mole): 80.8
Kohn-Sham gap (eV): 9.4
Net charge: 0
HOMO energy (Ha): -0.35455
LUMO level (eV): -0.20



Record 6
# C2H3N5O

A single C2H3N5O molecule (ωB97M-V/def2-TZVPD, OMol25).

```
11
Properties=species:S:1:pos:R:3:forces:R:3:nbo_charge:R:1
C 0.222 0.433 -0.325 -0.0104 5.9669 2.5290 0.11
C 0.146 -0.385 -1.421 -0.4753 -3.0289 -1.3977 0.00
H 0.016 3.328 0.731 0.7435 0.0592 -0.6097 0.37
H -0.326 2.023 1.646 1.6020 -0.3304 -2.2323 0.39
H 0.132 -0.123 -2.489 -0.0885 0.1681 0.6835 0.24
N 0.335 2.373 0.856 -1.4177 0.3564 0.4426 -0.63
N 0.474 1.731 -0.380 -0.4571 -1.1382 1.9347 -0.11
N -0.077 -1.622 -1.151 0.9344 -0.4398 -0.9621 -0.09
N -0.608 -1.115 1.049 -0.6217 0.1750 2.4964 0.18
N -0.484 0.087 0.864 -0.0297 -1.5850 -1.1638 -0.21
O 0.061 -1.962 0.242 -0.1795 -0.2034 -1.7205 -0.24
```
Forces are in eV/Å.

Calculated values
Max |F| (eV/A): 6.5
Relative energy (zero: lowest compared OMol25 entry of this formula, charge and spin) (kcal per mole): 144.7
Kohn-Sham gap (eV): 8.5
Net charge: 0
HOMO energy (Ha): -0.34079
LUMO level (eV): -0.75



Record 7
# C2H3N5O

A 2-piece molecular cluster, C2H3N5O overall (ωB97M-V/def2-TZVPD, OMol25).

```
11
Properties=species:S:1:pos:R:3:forces:R:3:nbo_charge:R:1
C 0.981 0.208 -1.046 3.0278 -2.1277 -4.3203 0.61
C -0.027 -0.075 0.140 2.1842 0.4593 1.4126 0.14
H 0.746 0.749 -3.084 -1.1008 -4.5288 2.2270 0.36
H -0.752 -0.214 -2.188 3.6280 -1.3455 -0.1343 0.38
H -1.117 0.281 2.989 2.7945 -2.4201 -2.1393 0.45
N 0.391 -0.498 -2.240 -2.6713 7.4139 -0.9237 -0.77
N -1.410 0.028 0.074 1.8418 0.8429 -0.7172 -0.25
N -1.818 0.040 1.300 0.9376 -1.3493 -1.4637 -0.04
N -0.733 -0.232 2.025 -4.0050 2.7386 5.3865 -0.18
N 0.418 -0.267 1.445 -0.9937 1.2862 -3.0862 -0.17
O 2.184 0.611 -1.314 -5.6430 -0.9695 3.7585 -0.53
```
Forces are in eV/Å.

Calculated values
Max |F| (eV/A): 7.9
Relative energy (zero: lowest compared OMol25 entry of this formula, charge and spin) (kcal per mole): 153.1
Kohn-Sham gap (eV): 9.7
Net charge: 0
HOMO energy (Ha): -0.38564
LUMO level (eV): -0.80



Record 8
# C2H3N5O3

A single C2H3N5O3 molecule (ωB97M-V/def2-TZVPD, OMol25).

```
13
Properties=species:S:1:pos:R:3:forces:R:3:nbo_charge:R:1
C -0.859 0.129 0.096 -0.0713 -0.9644 -0.6722 0.33
C 0.533 0.171 0.105 -0.1787 -4.1500 -0.0751 -0.01
N -1.351 -1.087 0.025 0.3592 -0.4887 0.1584 -0.34
N -0.271 -1.936 -0.028 -1.0670 2.3027 0.0743 -0.20
N 0.894 -1.278 0.058 -0.8521 2.3393 0.0063 0.35
N -1.657 1.190 0.030 -0.1474 1.2557 0.4461 -0.77
N 1.425 1.241 0.035 -0.1974 -1.6867 0.6062 0.53
O 1.964 -1.833 0.026 0.8572 -0.3144 0.1687 -0.37
O 2.581 0.931 0.003 1.7535 0.2438 -0.2634 -0.35
O 0.963 2.354 0.080 -0.5414 1.2957 -0.2444 -0.41
H -0.491 -2.868 0.270 1.0287 -0.5100 0.0767 0.43
H -1.180 1.976 -0.351 0.0095 0.8415 0.0080 0.41
H -2.551 1.010 -0.348 -0.9527 -0.1645 -0.2897 0.40
```
Forces are in eV/Å.

Calculated values
Max |F| (eV/A): 4.2
Relative energy (zero: lowest compared OMol25 entry of this formula, charge and spin) (kcal per mole): 52.1
Kohn-Sham gap (spin up / spin down) (eV): 8.5 / 8.5
Net charge: 0
HOMO energy (spin up / spin down) (Ha): -0.33899 / -0.33895
LUMO level (spin up / spin down) (eV): -0.71 / -0.70



Record 9
# C2H3N6O3

A 2-piece molecular cluster, C2H3N6O3 overall (ωB97M-V/def2-TZVPD, OMol25).

```
14
Properties=species:S:1:pos:R:3:forces:R:3:nbo_charge:R:1
C 0.800 1.113 1.094 -0.1935 -2.8600 2.4184 0.43
C -1.160 -1.744 0.261 -0.9188 1.9580 -3.0554 -0.27
N 1.145 0.282 1.857 -0.6429 0.8125 -0.7991 -0.57
N 2.784 -0.486 -0.638 -0.1234 -0.5653 0.1368 -0.04
N 1.764 -0.954 -0.764 2.5258 0.5998 1.1103 0.22
N 0.645 2.077 0.298 1.7233 1.8729 -1.3108 -0.50
N 0.668 -1.208 -1.190 -2.9719 0.4695 -1.8942 -0.11
N -0.394 2.495 -0.359 -0.2014 0.7710 0.5490 0.62
O -1.503 1.947 -0.253 0.1434 0.0875 -0.3976 -0.50
O -0.171 3.540 -1.000 -1.0347 -0.6644 -0.2771 -0.48
O -0.111 -2.209 -0.638 0.3255 -0.3426 1.5779 -0.38
H -1.854 -2.538 0.178 -0.9401 -0.7419 -0.0976 0.17
H -1.630 -0.759 -0.109 0.7497 -1.4935 0.1204 0.21
H -0.985 -1.557 1.264 1.5590 0.0966 1.9192 0.19
```
Forces are in eV/Å.

Calculated values
Max |F| (eV/A): 3.8
Relative energy (zero: lowest compared OMol25 entry of this formula, charge and spin) (kcal per mole): 31.8
Kohn-Sham gap (eV): 8.7
Net charge: -1
HOMO energy (Ha): -0.18741
LUMO level (eV): 3.57



Record 10
# C2H3NO

A single C2H3NO molecule (ωB97M-V/def2-TZVPD, OMol25).

```
7
Properties=species:S:1:pos:R:3:forces:R:3:nbo_charge:R:1
C 0.321 -1.498 -0.929 -0.6385 2.7306 1.8911 0.22
C 0.263 -0.219 0.041 0.4682 -2.0553 -0.5729 -0.12
N 0.577 -2.399 -1.579 0.0704 -0.8125 -0.6334 -0.33
O -0.048 0.994 -0.575 -0.5269 -0.2705 -0.3739 -0.69
H -0.496 -0.448 0.904 1.8493 0.5808 -1.6118 0.24
H 1.363 -0.190 0.257 -1.0552 -0.1797 1.0118 0.21
H 0.503 1.095 -1.366 -0.1673 0.0067 0.2890 0.48
```
Forces are in eV/Å.

Calculated values
Max |F| (eV/A): 3.4
Relative energy (zero: lowest compared OMol25 entry of this formula, charge and spin) (kcal per mole): 25.5
Kohn-Sham gap (eV): 12.0
Net charge: 0
HOMO energy (Ha): -0.42226
LUMO level (eV): 0.53



Record 11
# C2H3NO

A single C2H3NO molecule (ωB97M-V/def2-TZVPD, OMol25).

```
7
Properties=species:S:1:pos:R:3:forces:R:3:nbo_charge:R:1
C -0.364 -0.528 0.894 0.8244 -1.2638 -0.7417 -0.35
C -0.111 0.064 -0.263 -1.8337 2.6945 -0.3170 -0.14
N 1.040 0.353 -1.019 2.3508 -0.6585 -0.4272 0.10
O 1.431 1.391 -1.543 -2.1258 -1.1751 1.5165 -0.24
H 0.447 -0.903 1.464 0.3778 -0.4453 0.8810 0.20
H -1.393 -0.871 1.047 0.4945 0.5861 0.4619 0.22
H -1.050 0.494 -0.580 -0.0881 0.2621 -1.3735 0.21
```
Forces are in eV/Å.

Calculated values
Max |F| (eV/A): 3.3
Relative energy (zero: lowest compared OMol25 entry of this formula, charge and spin) (kcal per mole): 94.1
Kohn-Sham gap (spin up / spin down) (eV): 8.2 / 8.2
Net charge: 0
HOMO energy (spin up / spin down) (Ha): -0.32898 / -0.33694
LUMO level (spin up / spin down) (eV): -0.80 / -0.93



Record 12
# C2H3NO2

A single C2H3NO2 molecule (ωB97M-V/def2-TZVPD, OMol25).

```
8
Properties=species:S:1:pos:R:3:forces:R:3:nbo_charge:R:1
C -0.256 0.871 -0.491 0.4968 -3.3413 -0.9552 -0.23
C -0.226 0.163 0.835 0.3668 0.7439 0.3109 -0.18
N 0.335 -0.749 -0.962 -1.4721 3.5855 -0.5327 0.42
O 0.397 -1.488 -1.888 0.1264 0.4476 1.8821 -0.27
O 0.007 -1.147 0.334 0.1073 -1.2326 -0.3819 -0.33
H 0.369 1.717 -0.719 0.4842 0.1161 -0.1096 0.18
H 0.565 0.457 1.540 -0.1219 -0.2375 -0.1131 0.19
H -1.191 0.175 1.350 0.0125 -0.0817 -0.1006 0.22
```
Forces are in eV/Å.

Calculated values
Max |F| (eV/A): 3.9
Relative energy (zero: lowest compared OMol25 entry of this formula, charge and spin) (kcal per mole): 157.2
Kohn-Sham gap (spin up / spin down) (eV): 8.0 / 8.1
Net charge: 0
HOMO energy (spin up / spin down) (Ha): -0.31661 / -0.31766
LUMO level (spin up / spin down) (eV): -0.57 / -0.54